Below is a cluster of 8 separate species, C58H104F4NO10 in total at a distorted geometry, with properties calculated with ωB97M-V/def2-TZVPD.

```
177
Properties=species:S:1:pos:R:3:lowdin_charge:R:1
C 1.78040 4.95554 2.19985 0.06
C 2.58005 4.29676 3.03125 -0.14
C 3.07725 2.92395 2.66961 -0.14
C 2.86035 1.81496 3.75641 -0.29
C 2.26321 2.38794 5.03523 0.00
O 4.02181 1.10692 4.15472 -0.04
C 4.98260 0.72082 3.17097 -0.20
C 4.91002 -0.82090 2.96381 -0.05
C 3.54446 -1.38755 3.28536 -0.19
O 2.62524 -0.96050 2.29908 -0.17
C 1.86746 -1.95722 1.64350 -0.16
C 0.45841 -2.06610 2.23049 -0.14
O -0.48562 -1.51922 1.29789 -0.05
C -0.99061 -0.30600 1.75102 -0.28
C -0.17143 0.79809 1.72794 0.00
C -0.62940 1.98915 2.19569 -0.05
C -1.91024 2.15508 2.67276 -0.19
C -2.42354 3.47798 3.22184 -0.44
C -1.33234 3.96626 4.23991 -0.04
C -3.68716 3.31277 4.08510 -0.05
C -2.59422 4.61669 2.17145 -0.10
C -2.94831 4.24270 0.71993 -0.53
C -4.09090 3.21302 0.56244 -0.02
C -1.70655 3.85500 -0.13733 -0.04
C -3.47273 5.56124 0.07666 -0.07
C -2.70293 1.04601 2.65926 -0.02
C -2.25878 -0.16564 2.20686 0.02
C 4.92895 1.51291 1.86607 -0.31
F 3.90793 0.96623 1.14512 0.09
C 6.17111 1.44569 0.93101 -0.26
C 7.36199 0.61741 1.44445 -0.02
C 5.81513 1.01782 -0.48821 -0.19
C 5.05207 2.08337 -1.26929 -0.07
N 4.53525 2.93495 2.21831 0.19
C 5.46493 3.66731 3.10408 -0.57
F 5.06743 3.69800 4.36309 0.23
F 6.70215 3.19261 3.05150 0.20
F 5.48538 4.92975 2.64643 0.20
H 1.65881 4.60677 1.17787 0.08
H 1.26167 5.85568 2.49135 0.08
H 2.87942 4.79464 3.94285 0.12
H 2.42906 2.67058 1.83798 0.14
H 2.09599 1.13651 3.37448 0.13
H 2.90518 3.13186 5.49655 0.08
H 1.25135 2.74238 4.87265 0.07
H 2.22030 1.55063 5.73104 0.10
H 5.95071 0.92461 3.62658 0.14
H 5.11110 -1.04297 1.91674 0.12
H 5.68158 -1.30121 3.55932 0.13
H 3.18926 -1.10575 4.27631 0.13
H 3.62794 -2.47671 3.31837 0.13
H 1.70595 -1.59738 0.62664 0.13
H 2.37564 -2.91854 1.54598 0.13
H 0.19452 -3.09689 2.46766 0.13
H 0.41367 -1.53067 3.17641 0.13
H 0.83834 0.74852 1.34332 0.11
H 0.02891 2.85240 2.20095 0.09
H -0.94172 3.07293 4.72917 0.08
H -1.76237 4.62619 4.98654 0.08
H -0.48836 4.42065 3.72084 0.05
H -4.57267 3.07012 3.50508 0.07
H -3.50697 2.46786 4.75224 0.09
H -3.81226 4.19976 4.69719 0.08
H -1.66490 5.18866 2.12429 0.10
H -3.34953 5.31301 2.54183 0.13
H -3.71127 2.26803 0.17946 0.06
H -4.64434 3.01765 1.47673 0.07
H -4.81795 3.57263 -0.16350 0.08
H -0.81026 3.98730 0.46589 0.05
H -1.76126 2.84150 -0.52469 0.08
H -1.59052 4.55917 -0.95885 0.07
H -2.73129 6.33939 0.27186 0.08
H -3.63836 5.43598 -0.98738 0.08
H -4.39157 5.84609 0.59033 0.09
H -3.72219 1.06466 3.00950 0.12
H -2.91411 -1.02413 2.22520 0.13
H 6.54637 2.47190 0.83858 0.14
H 8.17222 0.76434 0.73615 0.09
H 7.73005 0.94218 2.41428 0.08
H 7.12737 -0.44186 1.41737 0.09
H 6.76806 0.92298 -1.00794 0.12
H 5.35211 0.03675 -0.55799 0.11
H 5.68610 2.94361 -1.49107 0.09
H 4.68473 1.70058 -2.21614 0.07
H 4.19388 2.47046 -0.70935 0.05
H 4.52829 3.44001 1.32303 0.20
C -4.87742 -2.56318 -2.08587 -0.16
C -3.83886 -1.45569 -2.20376 -0.16
C -4.37012 -0.42412 -1.22249 -0.21
O -5.05248 -1.14737 -0.19068 -0.14
C -5.21998 -2.51444 -0.60514 -0.19
H -4.51669 -3.54021 -2.40531 0.11
H -5.75757 -2.31220 -2.68325 0.12
H -2.86361 -1.82270 -1.87006 0.11
H -3.72958 -1.06115 -3.21358 0.09
H -5.09419 0.24495 -1.70143 0.12
H -3.57507 0.18102 -0.77912 0.09
H -4.53312 -3.13501 -0.01790 0.12
H -6.23539 -2.83558 -0.39831 0.10
C -3.37312 2.11126 -6.25710 -0.17
C -2.99408 0.90479 -7.10820 -0.17
C -3.35088 -0.25002 -6.18369 -0.21
O -4.45007 0.19284 -5.38202 -0.15
C -4.61649 1.60561 -5.54053 -0.20
H -3.55568 3.01698 -6.83334 0.11
H -2.58078 2.32092 -5.53336 0.10
H -3.61442 0.87270 -8.00645 0.12
H -1.94947 0.89357 -7.41646 0.11
H -2.51655 -0.49676 -5.51636 0.11
H -3.63925 -1.15174 -6.72456 0.12
H -5.51680 1.77903 -6.13876 0.12
H -4.75772 2.06508 -4.56131 0.11
C 8.75145 4.56778 6.17446 -0.17
C 10.20585 4.95506 6.41897 -0.17
C 10.85855 3.59482 6.61890 -0.19
O 10.11220 2.66599 5.82248 -0.14
C 8.90702 3.27974 5.37771 -0.23
H 8.17611 5.32830 5.64626 0.11
H 8.25424 4.36357 7.12543 0.12
H 10.61599 5.44206 5.53130 0.12
H 10.34697 5.62172 7.26758 0.11
H 10.79947 3.27470 7.66371 0.12
H 11.90342 3.57707 6.31033 0.12
H 9.00575 3.48720 4.30479 0.11
H 8.07283 2.58847 5.52344 0.11
C 5.22500 -4.61301 -2.52863 -0.17
C 4.35185 -3.67411 -3.35399 -0.17
C 4.27354 -2.45001 -2.45458 -0.20
O 5.50429 -2.40491 -1.72003 -0.16
C 6.20731 -3.64282 -1.88994 -0.20
H 5.71676 -5.38619 -3.11599 0.11
H 4.62300 -5.10095 -1.75837 0.11
H 4.85725 -3.42165 -4.28874 0.12
H 3.37283 -4.08343 -3.59688 0.11
H 3.44913 -2.53534 -1.73733 0.11
H 4.15099 -1.52090 -3.01337 0.11
H 7.06702 -3.46107 -2.54276 0.12
H 6.57409 -3.98714 -0.92223 0.11
C -7.69382 -7.11710 -0.87246 -0.17
C -8.23293 -6.17118 -1.93624 -0.18
C -8.31433 -4.85839 -1.17130 -0.20
O -7.26833 -4.88846 -0.19144 -0.17
C -6.73483 -6.21388 -0.11025 -0.20
H -7.20874 -8.00307 -1.27898 0.11
H -8.50523 -7.44257 -0.21673 0.12
H -7.51565 -6.08581 -2.75478 0.11
H -9.18664 -6.48033 -2.35469 0.10
H -9.27038 -4.76228 -0.64573 0.12
H -8.18335 -3.98526 -1.81359 0.11
H -5.74100 -6.21153 -0.57340 0.12
H -6.62775 -6.49666 0.93780 0.12
C 0.84805 2.47777 -4.80734 -0.17
C 0.70446 3.05867 -3.40580 -0.16
C 1.57888 2.11812 -2.59006 -0.21
O 2.62207 1.66709 -3.46080 -0.16
C 2.30248 2.03233 -4.81153 -0.19
H 0.62068 3.18583 -5.60211 0.12
H 0.18968 1.61345 -4.92159 0.11
H 1.11361 4.07163 -3.37914 0.12
H -0.32338 3.09778 -3.04788 0.10
H 1.01356 1.24345 -2.25087 0.12
H 2.02145 2.60404 -1.71747 0.10
H 2.96718 2.84892 -5.11137 0.12
H 2.48240 1.18083 -5.46755 0.12
C -9.06469 -10.69466 -4.64191 -0.17
C -9.59828 -9.74728 -5.71016 -0.17
C -9.68326 -8.43449 -4.94557 -0.20
O -8.64208 -8.46600 -3.96309 -0.16
C -8.10859 -9.79132 -3.87711 -0.20
H -8.57840 -11.58219 -5.04356 0.11
H -9.87938 -11.01779 -3.98981 0.11
H -8.87661 -9.66112 -6.52578 0.11
H -10.55367 -10.05360 -6.13295 0.11
H -10.64262 -8.33894 -4.42548 0.12
H -9.54869 -7.56246 -5.58654 0.12
H -7.11290 -9.78997 -4.33402 0.12
H -8.00808 -10.07368 -2.82809 0.11
```

Results
Net charge: +1
Spin multiplicity: 1
Highest occupied orbital energy in eV: -10.24
HOMO-LUMO gap in Eh: 0.3016
F_max in hartree/bohr: 0.045